DFT (ωB97M-V with the def2-TZVPD basis set) results for the molecule C12H18N2O3S.

Last column: Löwdin charge in e.
CARTESIAN COORDINATES (ANGSTROEM)
C  3.52440  1.68332  1.41956  -0.087
H  3.51553  2.75573  1.61262  0.093
H  3.38364  1.14587  2.36325  0.098
O  2.46421  1.45411  0.52827  -0.109
C  2.21126  0.16313  0.12443  -0.199
C  3.00366  -0.91060  0.48995  -0.028
C  2.75807  -2.18175  -0.00681  -0.095
C  1.71651  -2.37547  -0.88703  -0.089
C  0.90161  -1.31391  -1.24047  -0.039
C  1.10278  -0.03532  -0.73105  -0.166
N  0.32005  1.05311  -1.11668  -0.082
C  -0.60234  0.93489  -2.21660  -0.137
C  -1.96093  0.35563  -1.75896  -0.167
N  -2.18856  0.65219  -0.35901  -0.240
S  -1.87089  -0.57202  0.74571  0.622
O  -0.82801  -0.21317  1.66139  -0.272
O  -1.79612  -1.82408  0.05576  -0.292
C  -3.43374  -0.54931  1.66417  -0.116
H  -4.22515  -0.77363  0.96283  0.062
H  -3.37720  -1.30615  2.43589  0.064
H  -3.56248  0.43088  2.10188  0.056
C  -1.67319  1.94372  0.03647  -0.170
H  -2.17995  2.69803  -0.57317  0.125
C  -0.13904  2.01571  -0.13495  -0.142
H  0.33187  1.79709  0.81813  0.106
H  0.15230  3.02483  -0.45504  0.127
H  -1.93935  2.10048  1.08140  0.115
H  -2.78316  0.78323  -2.34482  0.122
H  -1.99144  -0.72978  -1.84719  0.097
H  -0.16315  0.32684  -3.00740  0.124
H  -0.75354  1.94682  -2.61120  0.124
H  0.08074  -1.50924  -1.90897  0.097
H  1.51618  -3.35482  -1.29388  0.103
H  3.39045  -3.00352  0.29317  0.099
H  3.83750  -0.76787  1.15891  0.099
H  4.49013  1.40577  0.98314  0.095

As for the energy relative to the best compared isomer or geometry (same formula, charge and spin): 290.5 kJ/mol. The HOMO energy is -7.29 eV. Its strongest force on any atom is 0.0281 hartree/bohr. The structure (SMILES) is COc1ccccc1N1CCN(S(C)(=O)=O)CC1. The frontier orbital gap is 7.9 eV.